A molecular structure, C29H29N6O4S2Tc at a distorted geometry. Source: the Open Molecules 2025 dataset; level of theory: the ωB97M-V functional and the def2-TZVPD basis.

ORCA input file:
```
! RIJCOSX wB97M-V def2-TZVPD def2/J DEFGRID3
* xyz 3 4
Tc 0.251 -0.354 0.416
C 2.418 1.122 -1.270
C 3.530 0.226 -0.791
C 3.159 -1.227 -0.564
C 4.225 -2.212 -0.622
C 3.993 -3.546 -0.238
C 2.748 -3.936 0.199
C 1.620 -2.941 0.179
N 1.979 -1.560 -0.089
N 1.359 1.450 -0.202
C 2.035 2.202 0.974
C 2.218 1.304 2.100
C 2.961 1.831 3.256
C 3.082 0.958 4.340
C 2.452 -0.288 4.294
C 1.603 -0.569 3.252
N 1.415 0.223 2.179
C 0.345 2.305 -0.798
C -0.782 2.453 0.219
C -1.543 3.588 0.373
C -2.373 3.705 1.487
C -2.492 2.616 2.310
C -1.755 1.486 2.033
N -0.946 1.392 1.000
H 2.840 2.082 -1.661
H 1.889 0.635 -2.112
H 4.346 0.256 -1.496
H 3.969 0.595 0.177
H 5.151 -1.889 -1.071
H 4.711 -4.305 -0.404
H 2.481 -4.955 0.395
H 0.859 -3.229 -0.558
H 2.967 2.664 0.689
H 1.360 2.957 1.339
H 3.471 2.730 3.203
H 3.755 1.130 5.150
H 2.655 -0.899 5.161
H 0.988 -1.459 3.320
H 0.738 3.291 -1.000
H 0.043 1.848 -1.767
H -1.483 4.410 -0.323
H -2.963 4.587 1.617
H -3.045 2.763 3.184
H -1.896 0.551 2.638
O 0.428 -0.997 -4.128
C -0.657 -0.495 -4.579
C -1.028 -0.283 -5.867
C -2.322 0.162 -6.077
C -3.175 0.518 -5.053
C -2.980 0.229 -3.679
C -1.576 -0.381 -3.481
C -1.312 -0.484 -2.079
O -0.129 -0.275 -1.634
N -2.352 -0.707 -1.233
N -1.866 -1.018 0.012
C -2.899 -1.421 0.928
S -4.477 -1.023 0.570
C -5.091 -1.453 2.294
C -4.141 -2.415 2.938
S -2.365 -2.016 2.372
H 1.270 -0.415 -4.294
H -0.415 -0.445 -6.703
H -2.837 0.147 -7.003
H -4.038 1.186 -5.332
H -3.812 0.516 -3.019
H -6.147 -1.699 2.261
H -5.037 -0.473 2.745
H -4.207 -3.467 2.592
H -4.149 -2.351 4.048
O -0.053 -1.975 1.401
O 1.028 -2.952 1.485
*
```

## Properties
- HOMO-LUMO gap (spin up / spin down) (eV) = 6.93 / 5.68
- energy above the lowest of the compared OMol25 structures with the same formula, charge and spin (eV) = 1.616
- HOMO (spin up / spin down) (eV) = -16.12 / -16.30

The Löwdin scheme yields these atomic charges, measured in e: Tc 1.675; C -0.128; C -0.091; C -0.203; C 0.063; C -0.006; C 0.086; C -0.320; N 0.040; N -0.217; C -0.071; C -0.231; C 0.070; C 0.006; C -0.002; C -0.088; N 0.002; C -0.122; C -0.242; C 0.037; C 0.016; C -0.005; C -0.103; N -0.014; H 0.158; H 0.113; H 0.133; H 0.150; H 0.128; H 0.121; H 0.135; H 0.172; H 0.147; H 0.141; H 0.107; H 0.126; H 0.132; H 0.110; H 0.145; H 0.137; H 0.138; H 0.133; H 0.114; H 0.100; O 0.089; C -0.326; C 0.047; C -0.007; C -0.066; C 0.076; C -0.006; C -0.387; O -0.170; N 0.094; N -0.162; C -0.934; S 1.079; C -0.394; C -0.361; S 1.085; H 0.205; H 0.128; H 0.127; H 0.140; H 0.121; H 0.105; H 0.075; H 0.103; H 0.113; O -0.496; O -0.067